Entry 1:
C6H10O in the gas phase in a non-equilibrium geometry, computed with ωB97M-V/def2-TZVPD.

The SMILES is C/C=C(/C)CC=O. As for the total charge: 0. The molar mass comes out at 98.14 Da. The value obtained for the HOMO energy is -8.3 eV. As for the spin multiplicity: 1. The HOMO-LUMO gap comes out at 9.01 eV.

Element x y z (Å)
C1 -2.102709 -0.231545 0.341857
C2 -0.771110 0.394091 0.614988
C3 0.269723 0.460341 -0.229714
C4 1.273038 1.576514 -0.156164
C5 0.563937 -0.799466 -1.021810
C6 0.970015 -1.532528 0.260522
O1 0.208067 -1.890970 1.127437
H1 -2.731099 0.640837 0.113346
H2 -2.128580 -0.885979 -0.533177
H3 -2.554723 -0.752065 1.189770
H4 -0.697777 0.904603 1.573645
H5 0.985088 2.327045 -0.905861
H6 1.227468 2.071273 0.819922
H7 2.312787 1.300014 -0.365969
H8 1.393311 -0.737561 -1.737483
H9 -0.299798 -1.259718 -1.514790
H10 2.060338 -1.587525 0.417623

Atomic forces in eV per Å
-0.05 -0.02 0.00
-0.16 0.88 -0.34
-0.58 0.46 0.07
0.11 0.05 0.05
-0.06 0.03 0.17
0.01 -0.96 0.19
0.75 -0.78 -0.65
-0.23 -0.27 0.05
0.08 0.08 0.20
0.20 0.02 -0.04
-0.23 0.70 -0.35
0.18 -0.08 0.12
0.01 -0.05 -0.11
-0.16 -0.14 0.07
-0.19 0.13 0.27
0.17 0.12 0.28
0.14 -0.19 0.03



Entry 2:
A molecular structure, C26H55CeNO3P2 in a non-equilibrium geometry, computed with ωB97M-V/def2-TZVPD.

As for the total charge: +4. The molar mass comes out at 631.79 Da. The value obtained for the HOMO energy (alpha / beta) is -20.2 / -20.2 eV. As for the spin multiplicity: 1. The HOMO-LUMO gap (alpha / beta) comes out at 3.97 / 3.99 eV.

Element x y z (Å)
Ce1 -1.108689 0.189209 -0.379957
C1 -2.911410 0.665796 -0.921654
O1 -3.984227 0.954208 -1.264645
C2 -1.579894 -0.533850 1.488790
O2 -1.970533 -0.945005 2.491261
P1 -1.439987 -2.123087 -1.422459
C3 -0.190767 -3.399078 -0.949818
H1 -0.539371 -4.318760 -1.435857
C4 -3.103706 -2.891102 -1.141266
H2 -3.311819 -2.650854 -0.084138
C5 -1.284485 -2.004036 -3.275075
H3 -0.263949 -1.613096 -3.413560
C6 -0.835071 3.802475 -0.813987
P2 -0.815201 2.565384 0.578296
H4 0.603424 3.797703 2.031549
H5 0.033960 3.503156 -1.422835
C7 -2.151031 3.143914 1.733113
H6 -2.086336 4.226062 1.581199
C8 -4.242870 -2.320312 -1.994071
H7 -4.379456 -2.909410 -2.914069
H8 -4.115562 -1.273161 -2.269090
H9 -5.185322 -2.392409 -1.427252
C9 -3.059260 -4.408782 -1.280966
H10 -4.068382 -4.780577 -1.514029
H11 -2.726548 -4.896724 -0.357401
H12 -2.396778 -4.725915 -2.092619
C10 -1.398556 -3.339455 -4.004239
H13 -0.758077 -4.122364 -3.587724
H14 -1.098371 -3.197891 -5.057279
H15 -2.434863 -3.702042 -4.020162
C11 -2.255474 -0.982988 -3.874910
H16 -1.804777 -0.527574 -4.767203
H17 -2.500542 -0.171148 -3.173946
H18 -3.195228 -1.456143 -4.183629
C12 1.208745 -3.066214 -1.476508
H19 1.389337 -3.499394 -2.471040
H20 1.967356 -3.471305 -0.790446
H21 1.361285 -1.979812 -1.544809
C13 -0.174487 -3.616026 0.567079
H22 0.254445 -2.744300 1.077250
H23 0.452180 -4.492170 0.802989
H24 -1.174379 -3.793272 0.977703
C14 -0.640966 5.254064 -0.371618
H25 -0.024140 5.361784 0.524018
H26 -1.607562 5.745920 -0.193427
H27 -0.146320 5.812224 -1.184240
C15 -2.082906 3.672272 -1.687983
H28 -2.996796 3.892950 -1.124516
C16 1.141718 1.751161 2.395772
H29 -2.183925 2.671474 -2.125969
H30 -2.023655 4.394068 -2.516196
C17 1.923364 3.169908 0.448903
H31 1.803633 1.040575 1.908645
H32 1.674466 2.148995 3.274025
H33 0.277173 1.187428 2.742602
C18 0.789435 2.889624 1.439866
H34 2.885750 2.944014 0.917399
H35 1.944990 4.217463 0.131250
H36 1.831830 2.544898 -0.447441
C19 -1.908997 2.826812 3.211683
H37 -1.950180 1.746928 3.404189
H38 -2.709684 3.293980 3.806182
H39 -0.954230 3.210119 3.584871
C20 -3.561097 2.696101 1.334550
H40 -3.746464 2.775659 0.263553
H41 -4.295295 3.337384 1.852102
H42 -3.764200 1.659494 1.639642
H43 0.707543 0.237900 0.493763
H44 0.506762 -0.892020 -0.020139
O3 1.998038 0.051362 0.109040
C21 3.153471 -0.068609 0.552093
C22 3.918570 0.811530 1.559493
C23 4.030471 0.173278 2.954973
C24 5.343259 -0.557337 3.079535
C25 5.425709 -1.690845 2.060531
C26 5.256554 -1.346687 0.551168
N1 3.845606 -1.088517 0.072735
H45 3.603692 1.770071 1.992708
H46 4.876130 1.192723 1.128987
H47 4.065463 0.917762 3.768405
H48 3.155869 -0.453101 3.173409
H49 6.144410 0.179884 2.937917
H50 5.418695 -0.931983 4.102890
H51 6.432352 -2.089551 2.222147
H52 4.700694 -2.470226 2.342953
H53 5.909701 -0.499525 0.280045
H54 5.640933 -2.215027 -0.000001
H55 3.464808 -1.776027 -0.593101

Atomic forces in eV per Å
9.09 3.68 -8.74
-17.48 3.31 -4.75
4.49 -1.01 1.31
-3.02 -5.27 12.92
1.44 1.62 -3.99
0.84 -4.19 -2.07
0.16 -0.34 0.33
0.04 0.21 0.18
-0.98 0.66 1.05
-0.18 -0.17 -0.11
0.51 0.75 -0.16
-0.07 -0.15 0.00
0.10 -0.40 -1.14
1.69 3.30 1.76
-0.08 -0.16 -0.13
-0.14 0.06 0.17
-0.67 -0.45 0.60
0.18 0.07 -0.11
-0.48 0.16 -0.01
0.13 0.30 0.30
-0.22 -0.23 0.00
0.34 -0.10 -0.19
0.48 -0.86 0.13
0.25 0.23 0.14
-0.07 0.06 -0.26
-0.38 -0.07 0.16
-0.08 -0.45 -0.21
-0.06 0.12 -0.16
-0.05 0.07 0.40
0.30 0.11 0.03
0.13 0.15 -0.56
-0.15 -0.08 0.23
-0.02 0.17 -0.16
0.28 0.29 0.12
0.15 0.01 -0.35
-0.03 0.22 0.29
-0.26 0.02 -0.21
0.15 -0.12 -0.06
-0.08 -0.14 0.09
0.08 -0.16 0.02
-0.27 0.34 -0.02
0.12 -0.10 0.01
-0.07 0.36 0.31
-0.05 0.10 -0.13
0.23 -0.18 0.05
-0.15 -0.28 0.24
-0.12 0.29 -0.02
0.19 0.05 -0.24
0.19 -0.12 0.35
0.03 -0.02 -0.24
-0.04 -0.29 0.18
-0.02 0.37 -0.26
-0.52 0.50 0.61
-0.28 -0.24 -0.19
-0.25 0.07 0.37
0.03 0.34 0.15
-0.39 0.32 -0.30
-0.03 -0.24 0.01
0.25 0.07 0.08
0.19 0.04 0.08
-0.05 0.18 0.06
0.23 -0.13 -0.21
-0.22 -0.06 -0.04
-0.21 0.15 -0.06
-0.16 0.22 0.28
0.22 -0.35 -0.20
0.01 0.06 0.11
4.59 -2.85 0.70
-0.40 0.01 2.05
-3.78 1.19 -2.00
3.93 -0.17 1.20
0.26 1.44 0.84
0.95 -0.50 0.77
-0.50 -0.26 -0.18
0.06 0.01 0.29
0.84 -0.33 0.35
1.08 0.07 0.98
-1.15 -0.23 -1.67
-0.34 -1.19 0.12
-0.41 0.18 -0.61
0.18 -0.13 -0.11
-0.02 -0.24 0.00
0.29 -0.22 -0.18
-0.17 -0.38 -0.59
0.25 0.06 -0.17
-0.42 -0.28 -0.04
-0.41 0.30 -0.10
-0.02 0.83 0.52



What did we get for energy above the lowest of the compared OMol25 structures with the same formula, charge and spin? Answer: 164.4, 1267.0 kJ/mol, in the order shown.